45
Properties=species:S:1:pos:R:3 method="wB97M-V/def2-TZVPD" s2=0.76 total_energy_ha=-5410.24539 spin_multiplicity=2 homo_lumo_gap_ev="7.626 / 6.553"
Ag 0.5902 -1.2737 1.3391
Cl 3.9314 -1.4507 1.0057
C 3.1648 -3.0017 0.9039
C 1.7884 -3.0616 1.0678
C 1.1895 -4.3080 0.9607
Cl -0.5350 -4.3911 1.1207
C 1.9201 -5.4677 0.7280
Cl 1.1413 -6.9981 0.6186
C 3.3037 -5.3756 0.5793
Cl 4.2349 -6.7920 0.3008
C 3.9353 -4.1345 0.6595
Cl 5.6375 -4.0148 0.4527
C 0.3487 -0.9903 -2.5055
Ge 0.1836 0.0260 -0.8187
C 1.0369 1.7910 -1.0923
C 0.5039 2.6657 -2.0345
C 1.0746 3.9134 -2.2379
C 2.1849 4.3012 -1.5003
C 2.7241 3.4356 -0.5597
C 2.1514 2.1878 -0.3580
C -1.7428 0.3075 -0.4342
C -2.6961 -0.2527 -1.2471
C -4.0709 -0.1218 -0.9674
C -4.4841 0.5528 0.1449
C -3.5408 1.1333 1.0263
C -3.9480 1.8211 2.1933
C -3.0309 2.3638 3.0481
C -1.6556 2.2504 2.7665
C -1.2347 1.5998 1.6399
C -2.1550 1.0116 0.7367
H -0.1358 -0.4390 -3.3127
H -0.1025 -1.9785 -2.4197
H 1.4020 -1.1148 -2.7538
H -0.3696 2.3755 -2.6096
H 0.6510 4.5872 -2.9720
H 2.6280 5.2756 -1.6595
H 3.5914 3.7333 0.0164
H 2.5819 1.5104 0.3728
H -2.3941 -0.8073 -2.1287
H -4.7958 -0.5695 -1.6352
H -5.5385 0.6484 0.3753
H -5.0088 1.9078 2.3981
H -3.3535 2.8884 3.9378
H -0.9336 2.6936 3.4404
H -0.1733 1.5622 1.4135


11
Properties=species:S:1:pos:R:3 method="wB97M-V/def2-TZVPD" smiles="CCC(=O)C#N" total_energy_ha=-285.38647 spin_multiplicity=1 homo_lumo_gap_ev=10.857
C -1.2462 -0.2619 -0.1703
C -0.0372 0.5588 -0.6337
C 1.0675 0.5537 0.3915
O 1.6042 1.5209 0.8659
C 1.4768 -0.8094 0.8426
N 1.7153 -1.8728 1.2284
H -0.9329 -1.1542 0.3789
H -1.8427 -0.6099 -1.0156
H -1.8848 0.3290 0.4923
H -0.3022 1.6019 -0.8205
H 0.3822 0.1438 -1.5594


Number 1: strongest force on any atom 0.94 eV/Å. Number 2: strongest force on any atom 1.03 eV/Å.